Record 1
Molecular formula: C20H34N2O3
Method: DFT, the ωB97M-V functional and the def2-TZVPD basis

XYZ file:
```
59
Properties=species:S:1:pos:R:3:forces:R:3
C -6.581450 -1.833164 -1.179566 -0.053 -0.011 0.013
O -5.256984 -1.366247 -1.206724 0.092 0.158 -0.087
C -4.458053 -1.808296 -0.135260 0.142 -0.100 0.296
C -4.776428 -1.151422 1.214254 -0.139 0.118 -0.437
C -4.900656 0.375294 1.183254 0.142 -0.040 0.084
C -3.641714 1.197428 0.857132 -0.109 -0.287 -0.116
C -3.413445 1.381550 -0.645437 0.133 0.314 0.229
C -2.189766 2.263755 -0.886083 -0.201 -0.078 -0.457
N -1.018623 1.694574 -0.244730 -0.353 0.272 0.051
C 0.003476 1.255143 -1.010857 0.448 -0.008 0.335
O -0.003010 1.386221 -2.221990 0.105 -0.097 -0.384
C 1.174887 0.575581 -0.300251 -0.019 0.162 -0.377
C 0.795225 -0.861275 0.115845 -0.004 -0.040 0.014
C 1.798731 -1.882116 -0.426810 0.027 -0.109 0.199
C 3.225965 -1.428897 -0.178734 -0.528 -0.075 -0.253
O 4.045676 -2.121490 0.393219 0.422 -0.213 0.215
N 3.471616 -0.188696 -0.659706 0.033 0.152 0.073
C 4.770743 0.446515 -0.507190 0.211 -0.075 0.143
C 5.145521 0.697789 0.967039 0.048 0.153 0.003
C 6.658723 0.516795 1.008679 -0.057 -0.090 0.070
C 6.870444 -0.673767 0.079143 0.124 0.032 -0.088
C 5.933710 -0.385871 -1.094911 0.084 -0.105 0.015
C 2.376491 0.539082 -1.255116 -0.557 0.185 -0.211
C -1.181443 1.560074 1.182975 0.037 -0.327 0.298
C -2.367688 0.644192 1.497351 -0.050 0.429 0.016
H -6.613548 -2.928218 -1.116685 -0.017 0.022 -0.002
H -7.037496 -1.512693 -2.114449 -0.082 -0.047 0.045
H -7.151072 -1.415758 -0.341845 -0.017 -0.010 -0.010
H -4.547629 -2.901116 -0.024719 0.053 0.093 -0.062
H -3.432711 -1.584883 -0.437647 -0.009 -0.069 0.063
H -5.728862 -1.546595 1.576936 0.047 -0.055 0.088
H -4.011472 -1.458731 1.928053 0.007 -0.090 0.064
H -5.256298 0.680046 2.171293 -0.065 0.037 -0.024
H -5.671735 0.645059 0.459304 -0.109 0.050 0.047
H -3.810344 2.198727 1.276540 0.044 -0.005 -0.021
H -4.286669 1.851799 -1.098798 -0.070 -0.031 -0.048
H -3.266832 0.421413 -1.135593 0.001 -0.068 -0.096
H -1.974344 2.347431 -1.951873 -0.037 0.086 0.173
H -2.360872 3.265326 -0.474059 -0.001 -0.010 -0.018
H 1.470824 1.160993 0.574614 -0.030 -0.056 -0.035
H -0.197925 -1.112221 -0.263764 -0.022 -0.008 0.095
H 0.765218 -0.941714 1.204232 -0.077 -0.013 -0.012
H 1.655930 -2.849910 0.054658 0.104 0.056 -0.084
H 1.655456 -2.009247 -1.501883 -0.017 -0.014 -0.025
H 4.708074 1.400248 -1.037401 -0.042 -0.127 0.053
H 4.820664 1.679888 1.310753 -0.066 0.026 0.031
H 4.675937 -0.066470 1.584977 -0.033 0.013 0.014
H 7.027352 0.335252 2.016956 0.063 0.071 0.045
H 7.157212 1.402944 0.609504 0.071 0.056 0.018
H 7.906646 -0.789143 -0.235094 0.056 -0.055 0.014
H 6.544903 -1.584482 0.580204 0.040 -0.031 0.003
H 5.565837 -1.303619 -1.547859 -0.003 0.020 -0.088
H 6.447283 0.193235 -1.863355 0.015 0.009 -0.038
H 2.693161 1.559124 -1.475633 0.028 -0.137 -0.029
H 2.064264 0.083832 -2.201628 0.043 0.159 0.085
H -0.277885 1.168297 1.644250 0.030 0.073 -0.029
H -1.374583 2.557704 1.599143 0.072 -0.073 0.039
H -2.488528 0.570526 2.579635 0.008 -0.075 0.077
H -2.151915 -0.349812 1.105694 0.036 -0.117 0.021
```
Positions in Å, forces in eV/Å.

- lowest unoccupied orbital energy (eV) = 0.67
- Kohn-Sham gap (eV) = 9.529
- DFT total energy (Eh) = -1117.75077
- relative energy (zero: lowest compared OMol25 entry of this formula, charge and spin) (kcal/mol) = 7.6

Mulliken population analysis, charges in e, atoms 1 to 4: C -0.73; O -0.34; C -0.49; C -0.66

---

Record 2
Molecular formula: C12H18N4O4
Method: DFT, the ωB97M-V functional and the def2-TZVPD basis

XYZ file:
```
38
Properties=species:S:1:pos:R:3:forces:R:3
O 2.309916 0.970614 -5.847792 0.705 -2.300 -3.015
C 2.036986 1.513866 -4.839930 -0.239 -0.313 0.499
N 2.158299 2.881078 -4.851448 -1.411 4.750 3.534
C 1.676504 3.592885 -3.820459 -0.142 -5.279 -0.954
N 1.110559 2.854470 -2.690446 1.333 2.640 -0.030
C 1.401973 1.533344 -2.516080 0.282 -0.613 -2.331
C 1.655465 0.816015 -3.640952 -0.265 1.363 0.719
N 1.582153 -0.545843 -3.423238 0.807 -1.400 -1.603
C 1.391064 -0.721338 -2.191955 1.008 1.050 0.407
C 1.285380 0.527059 -1.442221 -2.734 1.760 0.257
C -0.155375 0.627334 -0.906131 -0.552 -0.459 2.290
N -0.305992 -0.319039 0.276860 -1.171 -0.698 -2.529
C 0.342551 -0.303739 1.576124 0.848 0.072 -0.961
C -0.310041 -1.357687 2.535896 1.897 0.302 -1.677
C 0.035253 -2.843092 2.301646 -0.345 0.948 0.597
O -0.599154 -3.287545 1.144340 -0.087 -1.856 0.211
C -1.733224 -1.127066 2.739932 -1.274 -1.133 0.002
O -2.441085 -1.517347 1.495997 -0.933 -0.038 1.845
C -2.055978 0.302851 3.223484 1.681 -0.410 -0.095
O -3.374310 0.407709 3.484481 -2.879 0.225 0.331
H 1.574625 4.662960 -3.822645 0.096 0.173 0.110
H 0.867192 3.389989 -1.873724 0.034 0.225 0.035
H 1.527976 -1.580261 -1.623457 -0.330 -2.026 0.265
H 2.030205 0.629720 -0.695696 0.608 0.144 1.066
H -0.405645 1.686691 -0.612004 0.322 -0.644 -0.167
H -0.940055 0.334152 -1.694620 1.379 0.231 1.136
H -1.307215 -0.452971 0.410667 0.461 -0.218 -0.016
H 1.467626 -0.398219 1.520892 -1.022 -0.454 -0.152
H 0.213677 0.701225 1.913050 -0.026 0.785 1.353
H 0.110310 -1.125415 3.448048 1.286 0.506 2.333
H 1.136524 -2.921519 2.247989 -0.344 -0.371 0.161
H -0.409064 -3.452498 3.132015 0.759 0.502 -0.492
H -0.259254 -2.759372 0.446409 0.201 0.883 -1.348
H -2.010075 -1.875047 3.556372 -0.290 1.160 -0.771
H -2.482260 -2.507670 1.534297 0.199 1.365 -0.375
H -1.515472 0.491838 4.181880 -0.208 -0.414 -0.551
H -1.723314 1.135946 2.575398 0.063 -0.601 -0.331
H -3.886724 0.035925 2.747021 0.280 0.144 0.248
```
Positions in Å, forces in eV/Å.

- lowest unoccupied orbital energy (eV) = 0.16
- Kohn-Sham gap (eV) = 8.742
- DFT total energy (Eh) = -987.92132
- relative energy (zero: lowest compared OMol25 entry of this formula, charge and spin) (kcal/mol) = 84.7

Mulliken population analysis, charges in e, atoms 1 to 4: O -0.53; C 0.34; N -0.55; C -0.09

---

Record 3
Molecular formula: C5H11NO
Method: DFT, the ωB97M-V functional and the def2-TZVPD basis

XYZ file:
```
18
Properties=species:S:1:pos:R:3:forces:R:3
C -1.055263 -1.308023 -0.917753 -0.030 -0.035 0.049
C -0.236793 -0.090920 -1.142595 -0.076 -0.114 -0.062
C -1.268176 0.843870 1.621614 -0.041 0.027 0.066
N 0.926108 0.078673 -0.525871 0.049 0.275 -0.252
C 1.538686 -0.688472 0.402263 0.153 -0.266 0.091
C 1.666283 1.284696 -0.860023 -0.087 0.283 -0.257
O 1.310610 2.069361 -1.684758 0.149 -0.339 0.396
H -0.987873 -1.661396 0.120468 -0.017 0.090 -0.160
H -2.109201 -1.102015 -1.131302 0.190 -0.041 -0.026
H -0.741482 -2.142408 -1.563719 0.000 0.060 0.111
H -0.512692 0.686055 -1.840632 0.079 -0.122 0.072
H -1.094432 1.839638 1.204223 -0.049 -0.131 0.093
H -2.097189 0.371191 1.088678 0.107 0.108 0.135
H -1.510832 0.923878 2.682632 -0.022 0.039 -0.100
H 1.115628 -1.640796 0.677341 0.046 0.118 -0.073
H 2.417215 -0.295126 0.890721 -0.103 -0.052 -0.151
H -0.361885 0.240179 1.514945 -0.229 0.134 0.102
H 2.591621 1.369045 -0.271889 -0.119 -0.033 -0.033
```
Positions in Å, forces in eV/Å.

- lowest unoccupied orbital energy (alpha / beta) (eV) = 0.24 / 0.23
- Kohn-Sham gap (alpha / beta) (eV) = 7.412 / 7.253
- DFT total energy (Eh) = -327.00904
- relative energy (zero: lowest compared OMol25 entry of this formula, charge and spin) (kcal/mol) = 76.7

Mulliken population analysis, charges in e, atoms 1 to 4: C -1.24; C -0.03; C -0.85; N 0.13

---

Record 4
Molecular formula: C4H5NO
Method: DFT, the ωB97M-V functional and the def2-TZVPD basis

XYZ file:
```
11
Properties=species:S:1:pos:R:3:forces:R:3
N 1.449531 -1.011176 1.120240 -0.179 -0.227 -0.217
C 0.633937 -1.498709 0.285411 0.198 -0.009 0.149
O -0.338426 -0.775029 -0.287486 0.020 -0.043 -0.018
C -0.391559 0.588009 0.127303 0.052 0.143 0.098
C -2.064914 1.015457 -1.762127 0.223 0.149 0.692
C -1.529266 1.245715 -0.596367 -0.170 -0.170 -0.568
H 2.102967 -1.723400 1.434858 -0.058 0.058 -0.025
H 0.587198 -2.526958 -0.082587 0.055 0.126 0.072
H 0.559489 1.077489 -0.108944 -0.137 -0.034 0.050
H -0.525081 0.640116 1.211723 -0.012 -0.001 -0.136
H -2.055725 2.083395 -0.123104 0.010 0.007 -0.097
```
Positions in Å, forces in eV/Å.

- lowest unoccupied orbital energy (eV) = -0.36
- Kohn-Sham gap (eV) = 10.038
- DFT total energy (Eh) = -285.25211
- relative energy (zero: lowest compared OMol25 entry of this formula, charge and spin) (kcal/mol) = 102.0

Mulliken population analysis, charges in e, atoms 1 to 4: N -0.60; C 0.11; O -0.28; C -0.31

---

Record 5
Molecular formula: C3H8NO
Method: DFT, the ωB97M-V functional and the def2-TZVPD basis

XYZ file:
```
13
Properties=species:S:1:pos:R:3:forces:R:3
C -0.724747 -1.498332 -0.125370 1.000 0.050 0.957
C -0.860558 0.020012 0.239861 -0.751 -1.597 -1.455
N 0.369391 0.492281 0.797732 0.633 0.795 -0.064
C 1.290461 1.122753 -0.332705 -0.038 -1.235 0.810
O 0.999861 2.365163 -0.573322 -0.246 0.305 -0.519
H -0.630703 -1.965984 0.854710 -0.186 -0.494 0.073
H -1.477191 -2.026480 -0.713337 -0.425 0.494 0.046
H 0.238605 -1.731553 -0.587401 -0.023 0.396 -0.209
H -1.161273 0.529917 -0.689768 -0.003 0.412 0.194
H -1.703970 0.035886 0.940789 0.110 0.456 0.056
H 0.175655 1.390763 1.231288 -0.189 -0.082 0.390
H 2.313283 0.950511 0.076969 0.122 -0.035 0.070
H 1.171181 0.315057 -1.119441 -0.005 0.534 -0.350
```
Positions in Å, forces in eV/Å.

- lowest unoccupied orbital energy (eV) = 4.38
- Kohn-Sham gap (eV) = 6.925
- DFT total energy (Eh) = -249.06961
- relative energy (zero: lowest compared OMol25 entry of this formula, charge and spin) (kcal/mol) = 10.7
- charge = -1

Mulliken population analysis, charges in e, atoms 1 to 4: C -1.14; C -0.33; N -0.65; C -0.30

---

Record 6
Molecular formula: C14H22GaO5
Method: DFT, the ωB97M-V functional and the def2-TZVPD basis

XYZ file:
```
42
Properties=species:S:1:pos:R:3:forces:R:3
C -1.511752 -2.171612 0.770336 0.376 0.011 -0.142
C -0.610075 -1.142605 -0.145077 0.531 0.348 1.474
O 0.307170 -1.977028 -0.946791 0.216 -0.241 0.667
C 0.299460 -0.080860 0.715322 0.125 -0.818 -0.109
Ga -0.662634 1.767880 1.026793 0.747 -0.566 0.070
C -1.788833 2.255208 -0.640176 1.884 0.738 -1.277
O -3.229315 2.424552 -0.393929 -1.833 -3.713 0.591
C -3.868660 1.185273 0.074946 -1.668 -2.983 1.753
C -4.470408 -0.016046 -0.887438 -0.249 -0.486 3.202
C -5.180048 -1.378859 -0.262249 1.387 2.904 3.190
C -5.300584 -1.555294 1.384447 1.516 3.268 -1.617
C -4.765087 -0.375116 2.388890 0.522 0.468 -4.716
C -4.068090 0.948303 1.716674 -0.928 -1.662 -1.712
H -2.249419 -2.767254 0.063792 1.441 1.239 1.484
H -0.742581 -2.959397 1.231174 -1.725 1.715 -0.764
H -2.131012 -1.621089 1.625791 1.401 -1.174 -1.918
H -1.333726 -0.561471 -0.857872 1.555 -1.324 1.010
H 1.048880 -2.305070 -0.352185 -1.616 0.963 -0.789
H 0.609483 -0.551894 1.749242 -0.569 0.711 -1.939
H 1.304678 0.200794 0.155085 -2.419 -0.969 0.960
H -1.476055 1.744596 2.402694 -0.143 0.075 0.042
H 0.525428 2.870246 1.187997 -0.047 0.049 -0.149
H -1.527243 1.508885 -1.517862 -1.026 1.356 1.368
H -1.391092 3.318589 -1.009267 -1.196 -2.140 0.691
H -4.415160 0.059646 -2.057989 -0.016 -0.039 2.597
H -5.612426 -2.243850 -0.950984 1.136 2.207 1.540
H -5.782833 -2.527895 1.838565 1.079 2.179 -1.080
H -4.845158 -0.479695 3.562767 0.206 0.266 -2.797
H -3.656078 1.843608 2.389847 -1.023 -2.404 -1.615
C 6.572117 0.427632 -1.949221 0.281 0.086 0.033
C 5.224153 -0.018923 -1.416375 0.937 0.174 -0.809
C 4.226003 1.088172 -1.252752 -0.453 0.394 -0.527
O 3.359850 0.562251 -0.261018 0.787 -0.628 0.603
C 4.115831 -0.292855 0.495212 -1.127 -0.773 2.121
O 3.754389 -0.793391 1.542322 0.934 1.027 -2.241
O 5.334962 -0.508689 -0.089749 -0.668 -0.020 0.594
H 6.576420 0.416396 -3.043237 -0.015 -0.036 0.141
H 6.817319 1.444837 -1.626700 -0.079 -0.127 0.046
H 7.372967 -0.225512 -1.586615 -0.211 -0.018 -0.147
H 4.829518 -0.834419 -2.035606 -0.100 0.147 0.039
H 3.677958 1.305198 -2.173320 -0.108 -0.067 0.249
H 4.661683 2.016759 -0.865488 0.159 -0.135 -0.119
```
Positions in Å, forces in eV/Å.

- lowest unoccupied orbital energy (eV) = 2.53
- Kohn-Sham gap (eV) = 6.854
- DFT total energy (Eh) = -2847.27172
- charge = -1

Mulliken population analysis, charges in e, atoms 1 to 4: C -0.78; C 0.52; O -0.62; C -0.08

---

Q: Among the records above, which one has the highest DFT total energy?
A: C3H8NO

---

Q: Which of these has the highest DFT total energy?
A: C3H8NO